Record 1
C3H3F2NS2 | ωB97M-V with the def2-TZVPD basis set

Last column: natural (NBO) charge in e.
Geometry (Å):
S1 1.33 1.69 -1.87  -0.008
N1 0.57 0.46 0.48  -0.590
H1 0.96 0.32 1.42  0.424
F1 -0.30 -2.33 1.33  -0.322
H2 -1.98 -1.26 1.54  0.168
C1 1.32 1.29 -0.28  -0.103
F2 -0.30 -0.54 2.53  -0.339
S2 -1.29 -0.26 -1.22  0.099
H3 2.13 1.72 0.30  0.196
C2 -0.87 -1.12 1.44  0.512
C3 -0.53 -0.33 0.18  -0.036

- energy relative to the best compared isomer or geometry (same formula, charge and spin) (kcal/mol) = 3.1
- LUMO (eV) = -1.03
- frontier orbital gap (eV) = 7.26
- E_HOMO (eV) = -8.29
- max |F| (eV Å⁻¹) = 1.907

Record 2
C34H61F3IN4O3S | ωB97M-V with the def2-TZVPD basis set

Last column: Löwdin spin population.
Geometry (Å):
H1 -2.51 4.14 -9.06  0.000
H2 -0.58 7.61 -5.64  -0.002
H3 -1.45 0.59 -0.29  0.007
H4 1.31 -0.77 -1.42  0.002
H5 1.63 1.18 0.74  0.000
O1 -1.14 4.80 -5.56  -0.610
C1 1.18 -3.44 -0.79  0.001
H6 -0.07 3.85 -2.52  0.001
C2 0.64 1.60 0.24  0.001
H7 2.18 -2.79 -0.91  0.000
H8 2.00 -2.97 4.90  0.000
H9 -2.04 -6.20 -1.37  0.000
C3 -0.76 -1.84 8.61  0.022
H10 -0.27 -3.36 -3.34  0.006
H11 -0.51 4.65 -10.00  0.000
H12 -1.18 2.40 -1.80  0.001
H13 -2.96 -1.68 8.47  0.000
C4 1.95 -1.72 7.38  0.013
H14 0.43 6.05 -3.97  0.001
H15 -0.70 -5.12 2.93  0.000
N1 -0.17 4.90 -6.58  -0.313
C5 -0.90 -3.17 9.41  0.001
H16 -1.82 6.64 -9.10  -0.001
C6 0.36 -5.36 2.47  0.000
C7 -2.37 -5.20 -0.85  0.000
C8 -1.66 -3.85 -1.54  0.012
C9 -1.99 -0.40 -2.90  0.835
F1 -0.74 -7.56 2.97  0.000
H17 -1.12 -5.04 -3.48  0.001
H18 -1.76 3.04 -7.91  0.000
H19 0.06 2.32 0.98  0.000
H20 -2.26 -5.21 0.32  0.000
C10 1.25 5.87 -4.69  0.001
H21 1.96 -2.48 9.41  0.000
C11 0.61 -6.98 2.71  0.000
H22 0.21 2.09 -3.14  0.006
O2 -0.86 -0.97 6.44  0.597
H23 -2.14 -0.10 8.48  -0.001
H24 0.33 0.04 8.85  0.002
H25 0.14 -2.51 1.99  0.002
C12 -2.11 -1.11 8.89  -0.001
C13 0.16 -0.82 -1.19  0.084
C14 0.78 5.99 -6.18  -0.022
H26 2.92 6.42 -6.48  0.000
F2 1.21 -7.67 1.53  0.000
H27 -2.77 -1.30 -2.99  0.056
C15 -0.42 7.60 -7.78  -0.001
C16 0.03 -1.87 1.02  0.007
H28 1.34 3.58 -0.66  0.000
H29 -2.44 0.68 -2.99  0.056
C17 1.03 -4.07 7.07  0.001
H30 -1.37 -2.99 10.39  0.000
C18 0.04 4.70 -9.06  -0.001
H31 1.03 -1.51 4.78  -0.001
N2 -0.55 -2.14 7.15  0.324
C19 1.07 2.49 -1.07  0.000
H32 2.02 6.61 -4.45  0.000
C20 0.82 -2.57 6.73  0.023
C21 -1.45 6.51 -8.07  -0.013
H33 2.09 -3.84 1.26  0.000
N3 -0.15 -0.52 1.21  0.000
I1 2.97 1.76 -1.97  0.002
C22 -0.03 -2.36 -0.58  0.035
C23 1.78 -1.54 8.89  0.001
H34 -2.91 4.27 -7.36  0.001
O3 0.25 -5.10 1.02  0.000
H35 0.21 -4.68 6.69  0.001
H36 -2.14 -3.49 -3.85  0.001
C24 -1.31 -3.91 -3.14  0.013
C25 -0.32 0.31 -0.08  0.021
H37 1.97 -0.72 6.92  0.002
H38 0.36 7.60 -8.55  0.000
H39 -2.29 -1.01 9.97  0.000
H40 2.54 -0.84 9.26  0.001
H41 -3.53 -5.06 -1.07  0.001
C26 1.03 -2.53 5.18  -0.001
H42 0.14 -0.74 -3.65  0.044
H43 0.97 8.17 -6.24  -0.001
H44 2.44 4.82 -7.03  -0.001
H45 2.93 -2.17 7.19  0.001
H46 1.96 -4.45 6.62  0.000
H47 -1.40 -0.42 3.39  0.000
H48 0.84 5.42 -9.24  0.000
C27 0.19 7.41 -6.39  -0.013
H49 -2.31 6.67 -7.42  -0.002
H50 2.16 -5.31 0.07  0.000
H51 0.28 -0.94 10.31  0.001
C28 0.39 -0.99 9.22  0.013
H52 1.13 -4.27 8.14  0.000
H53 -1.53 -3.89 8.88  0.001
C29 -0.89 5.07 -7.88  -0.022
F3 1.48 -7.12 3.92  0.000
H54 1.11 -4.09 -1.76  0.000
H55 1.67 4.88 -4.48  0.000
N4 -1.48 -2.78 -0.69  -0.002
S1 -0.15 0.07 2.88  0.001
C30 1.45 -4.45 0.47  0.001
H56 1.13 -4.67 3.04  0.000
H57 0.05 -3.64 9.64  0.000
C31 -0.53 -0.63 -2.68  0.791
C32 2.12 5.86 -6.97  -0.001
H58 -0.91 8.58 -7.83  -0.001
C33 -2.08 4.07 -8.05  0.001
H59 0.50 3.72 -8.90  -0.001
H60 2.07 6.27 -7.98  0.000
C34 -0.12 2.71 -2.18  0.013
H61 0.25 -3.11 4.67  0.000

- LUMO (alpha / beta) (eV) = -4.05 / -4.04
- total charge = +1
- frontier orbital gap (alpha / beta) (eV) = 6.82 / 6.58
- multiplicity = 3
- E_HOMO (alpha / beta) (eV) = -10.87 / -10.62
- max |F| (eV Å⁻¹) = 5.400

Record 3
C4H6O2 | ωB97M-V with the def2-TZVPD basis set

Last column: natural (NBO) charge in e.
Geometry (Å):
C1 0.16 0.87 -0.27  -0.503
C2 -0.93 0.02 0.39  0.488
H1 1.52 0.46 1.38  0.214
H2 -2.37 -1.55 -0.15  0.128
O1 -0.68 -1.73 -1.26  -0.474
H3 0.05 1.91 0.05  0.228
H4 1.30 -0.85 0.21  0.212
C3 -1.36 -1.19 -0.43  0.344
O2 -1.58 0.38 1.34  -0.489
C4 1.44 0.27 0.31  -0.599
H5 2.31 0.65 -0.21  0.221
H6 0.14 0.76 -1.35  0.230

- energy relative to the best compared isomer or geometry (same formula, charge and spin) (kcal/mol) = 28.8
- LUMO (eV) = -0.53
- frontier orbital gap (eV) = 9.23
- E_HOMO (eV) = -9.76
- max |F| (eV Å⁻¹) = 2.502

Record 4
C31H31CdCl2F6N6O2PS2Sb | ωB97M-V with the def2-TZVPD basis set

Last column: Löwdin spin population.
Geometry (Å):
H1 0.59 1.00 -1.82  0.000
C1 -1.08 -4.81 2.58  0.000
F1 1.48 3.76 -3.16  0.000
C2 2.76 -1.04 -2.14  0.000
H2 -2.54 -3.55 -0.18  0.000
H3 -4.50 0.91 1.83  0.000
H4 0.06 0.59 -3.35  0.000
H5 -3.53 -0.37 2.73  0.000
C3 4.28 -1.43 3.08  0.000
C4 3.35 -0.45 -3.25  0.000
H6 6.35 0.83 0.87  0.000
C5 1.74 -1.55 -4.70  0.000
H7 -2.49 -0.25 -3.64  0.004
P1 -1.93 1.33 -0.19  0.335
N1 -1.21 -0.14 5.89  0.030
N2 3.19 -0.81 -0.85  0.001
H8 3.59 -2.03 3.68  0.000
H9 -2.92 1.28 2.67  0.000
C6 -3.07 3.80 0.71  0.004
F2 3.62 4.42 -1.87  0.000
O1 -0.94 -3.21 -2.06  0.000
C7 4.77 -0.65 1.00  0.000
H10 -3.66 0.16 -2.32  0.001
C8 -2.12 -4.36 1.76  0.000
C9 -1.57 0.59 -1.85  0.034
H11 -1.25 -5.10 3.63  0.000
C10 -0.62 1.12 3.66  0.059
C11 -2.70 0.53 -2.84  0.014
C12 -3.47 0.55 2.08  0.001
Cl1 0.93 -1.80 -6.17  0.000
F3 2.34 2.11 -1.31  0.000
C13 -0.13 -3.12 -1.17  0.000
H12 -3.83 4.61 0.48  0.000
H13 5.50 -0.74 4.73  0.000
C14 4.48 -0.61 -0.52  0.000
C15 -1.78 -3.86 0.50  0.000
H14 -5.07 1.93 0.14  0.001
H15 0.27 -2.70 -3.69  0.000
O2 5.46 -0.51 -1.26  0.000
C16 -2.71 0.04 0.86  0.014
H16 -0.34 2.16 -2.64  0.000
H17 -5.06 3.38 -0.90  0.005
C17 -3.57 -1.00 0.07  0.008
N3 0.56 -4.22 0.96  0.000
C18 1.64 -1.89 -2.28  0.000
C19 -0.05 0.46 2.62  0.052
C20 5.83 0.11 1.47  0.000
S1 0.32 1.29 1.15  0.268
Sb1 1.88 3.98 -1.33  0.000
C21 1.17 -2.11 -3.55  0.000
C22 -3.09 2.78 -0.43  0.057
C23 6.12 0.06 2.79  0.000
C24 -4.54 2.41 -0.72  0.022
H18 7.00 0.59 3.14  0.000
H19 -3.98 -1.77 0.77  0.002
H20 -3.36 3.46 1.71  0.000
C25 -1.02 2.50 3.64  0.008
H21 -4.48 -0.59 -0.30  0.000
H22 -1.35 -0.47 -1.53  0.000
C26 2.82 -0.66 -4.54  0.000
F4 0.12 3.58 -0.88  0.004
N4 4.00 -1.35 1.81  0.000
N5 -1.33 3.59 3.81  0.025
F5 2.44 4.07 0.40  0.000
Cl2 3.40 0.30 -5.87  0.000
C27 -0.92 0.38 4.89  0.008
H23 -2.07 4.24 0.79  0.000
F6 1.32 5.76 -1.38  0.000
H24 -3.00 -1.45 -0.72  0.000
H25 -1.83 -0.45 1.19  0.000
C28 0.20 -4.77 2.09  0.000
H26 4.10 0.32 -3.11  0.000
H27 -4.59 1.82 -1.59  0.000
H28 -2.59 3.28 -1.27  0.000
S2 0.26 -1.28 2.78  0.035
H29 -2.86 1.53 -3.35  0.000
N6 1.03 -2.44 -1.15  0.000
C29 -0.30 1.11 -2.46  0.004
Cd1 1.73 -1.30 0.67  0.002
C30 5.32 -0.64 3.67  0.000
H30 0.99 -5.03 2.73  0.000
H31 -3.14 -4.44 2.12  0.000
C31 -0.44 -3.73 0.17  0.000

- energy relative to the best compared isomer or geometry (same formula, charge and spin) (kcal/mol) = 18.3
- LUMO (alpha / beta) (eV) = 4.12 / 3.28
- total charge = -2
- frontier orbital gap (alpha / beta) (eV) = 6.48 / 5.92
- multiplicity = 2
- E_HOMO (alpha / beta) (eV) = -2.36 / -2.64
- max |F| (eV Å⁻¹) = 3.194

Record 5
C3H6N2O | ωB97M-V with the def2-TZVPD basis set

Last column: natural (NBO) charge in e.
Geometry (Å):
H1 1.12 1.49 -1.36  0.396
H2 -1.37 -1.16 3.00  0.466
N1 -0.29 -1.11 1.47  -0.282
C1 -0.07 -0.30 0.49  0.140
H3 -0.10 0.69 -2.14  0.388
C2 -0.44 0.97 0.01  -0.407
H4 0.60 -1.34 -1.35  0.210
O1 -1.29 -0.52 2.29  -0.608
C3 0.87 -0.53 -0.67  -0.212
N2 0.38 0.80 -1.24  -0.510
H5 -1.36 1.54 -0.02  0.209
H6 1.94 -0.52 -0.48  0.210

- energy relative to the best compared isomer or geometry (same formula, charge and spin) (kcal/mol) = 122.5
- LUMO (eV) = 0.31
- frontier orbital gap (eV) = 6.94
- E_HOMO (eV) = -6.63
- max |F| (eV Å⁻¹) = 0.475

Record 6
CH3ClINO | ωB97M-V with the def2-TZVPD basis set

Last column: natural (NBO) charge in e.
Geometry (Å):
Cl1 -1.96 1.09 1.76  -0.264
O1 1.27 -0.36 -0.72  -0.215
H1 -3.22 1.28 1.75  0.267
H2 -0.63 0.26 -0.52  0.174
C1 0.33 0.44 -0.98  -0.022
I1 2.66 -2.62 0.19  0.226
H3 0.56 1.39 -1.35  0.174
N1 0.99 -1.47 -0.12  -0.339

- energy relative to the best compared isomer or geometry (same formula, charge and spin) (kcal/mol) = 24.1
- LUMO (alpha / beta) (eV) = 0.10 / -0.10
- frontier orbital gap (alpha / beta) (eV) = 8.52 / 8.00
- E_HOMO (alpha / beta) (eV) = -8.42 / -8.10
- max |F| (eV Å⁻¹) = 2.093

Record 7
C7H14S | ωB97M-V with the def2-TZVPD basis set

Last column: natural (NBO) charge in e.
Geometry (Å):
H1 -0.86 -0.94 2.02  0.223
C1 -1.88 0.68 -0.91  -0.616
C2 -0.41 -1.43 -0.62  -0.502
C3 0.55 0.52 0.07  -0.077
H2 -1.74 0.63 1.87  0.213
H3 0.79 0.79 -2.09  0.212
H4 -0.46 -1.48 -1.71  0.209
H5 -0.92 -2.32 -0.21  0.217
C4 0.97 1.33 -1.16  -0.630
H6 -2.48 -0.89 1.20  0.214
H7 -2.12 1.65 -0.49  0.212
H8 1.93 1.54 1.35  0.217
C5 -1.53 -0.33 1.33  -0.618
H9 -2.83 0.15 -0.99  0.215
C6 -0.90 -0.09 -0.04  -0.072
H10 0.40 2.27 -1.22  0.205
H11 2.01 1.58 -1.15  0.218
H12 0.67 0.73 2.25  0.221
S1 1.29 -1.17 -0.01  0.152
C7 0.89 1.31 1.33  -0.635
H13 0.32 2.27 1.37  0.211
H14 -1.49 0.82 -1.92  0.212

- energy relative to the best compared isomer or geometry (same formula, charge and spin) (kcal/mol) = 1.9
- LUMO (eV) = 0.84
- frontier orbital gap (eV) = 9.30
- E_HOMO (eV) = -8.46
- max |F| (eV Å⁻¹) = 1.349